Density functional theory data (ωB97M-V/def2-TZVPD) for an isolated molecule of C4H8N4 in a non-equilibrium geometry.

Last column: Mulliken charge in e.
Atoms and positions in Å:
N  -1.665765  0.104635  -1.012931  -0.660
C  -1.089104  0.250494  0.307874  0.058
C  -0.267188  1.482967  0.251725  -0.169
N  0.998544  1.643722  0.094391  -0.675
N  1.866480  0.545504  -0.130656  0.030
C  1.672316  -0.790446  -0.381311  0.078
N  0.647137  -1.492696  -0.089499  -0.600
C  -0.351898  -0.993109  0.834676  -0.622
H  -2.418153  -0.582744  -0.972221  0.269
H  -0.951818  -0.317345  -1.617006  0.320
H  -1.882516  0.524331  1.025993  0.329
H  -0.867205  2.401586  0.210762  0.367
H  2.713399  0.959728  -0.470880  0.252
H  2.562268  -1.196812  -0.884617  0.346
H  -1.077425  -1.804589  1.027951  0.366
H  0.110925  -0.735225  1.805743  0.309

Force components x, y, z for each atom (eV/Å):
-0.274 -0.764 -0.516
-0.161 -0.209 0.760
1.314 0.512 -0.417
-0.786 -0.959 -0.344
-0.221 1.455 0.527
-1.058 0.275 0.248
1.036 -0.475 -0.100
-0.074 0.430 0.037
0.069 0.180 -0.070
-0.281 0.242 0.158
-0.055 -0.364 -0.297
0.514 -0.124 0.373
0.305 -0.271 0.031
-0.533 -0.189 0.041
0.256 0.394 -0.155
-0.049 -0.131 -0.275

Kohn-Sham gap   9.681 eV
LUMO energy   0.9285 eV
Energy above the lowest of the compared OMol25 structures with the same formula, charge and spin   1.870 eV